# 1
ORCA calculation (ωB97M-V/def2-TZVPD) on a cluster of 2 separate species, C4H11N2O in total.

The orbital gap is 10.122 eV. The value obtained for the strongest force on any atom is 0.016 Eh/bohr. For the relative energy (zero: lowest compared OMol25 entry of this formula, charge and spin), the calculation gives 45.71 kcal per mole. Its charge is +1.

Geometry (Å):
H -2.22 1.17 -2.00
C 0.40 -0.78 1.82
H 0.48 -0.97 -0.92
H -0.90 0.93 1.35
H 2.03 0.91 0.39
H 0.36 -1.94 -2.28
C 1.01 1.26 0.47
H 0.83 2.26 0.11
N 0.04 -1.10 -1.81
C 0.10 0.56 1.16
C -0.93 -0.35 -2.23
H 1.12 0.17 3.34
H -1.36 -0.58 -3.20
H 1.30 -1.21 1.35
N -1.44 0.68 -1.59
H -0.93 1.06 -0.80
H -0.44 -1.45 1.64
O 0.58 -0.62 3.20

Results of the Mulliken charge analysis, in e, for atoms 1 through 8: number 1, H, carries 0.245; number 2, C, carries -0.384; number 3, H, carries 0.129; number 4, H, carries 0.367; number 5, H, carries 0.275; number 6, H, carries 0.252; number 7, C, carries -0.446; number 8, H, carries 0.321


# 2
ORCA calculation (ωB97M-V/def2-TZVPD) on a structure of composition C43H62BN13S2Ti.

The orbital gap is 6.794 eV. The value obtained for the strongest force on any atom is 0.013 Eh/bohr. For the relative energy (zero: lowest compared OMol25 entry of this formula, charge and spin), the calculation gives 12.53 kcal per mole. Its charge is +2.

Geometry (Å):
H 4.81 -0.51 2.61
C 1.21 -5.49 2.07
C 5.71 -2.28 1.80
C 3.08 -0.26 -3.07
C -5.05 -0.36 -1.53
H 4.17 0.29 0.90
C 5.09 2.51 2.33
H 4.73 -3.09 4.25
H 1.10 0.25 2.40
H 5.64 -1.95 0.77
C -2.56 1.59 -3.61
C 1.77 3.56 1.30
C -1.72 -2.45 -2.10
H 3.49 3.57 3.22
N 2.22 1.42 1.00
H 6.52 1.98 -1.08
H 5.30 3.23 1.54
C 0.77 4.42 -1.72
H 4.86 2.19 -0.51
H 5.77 -1.70 4.52
N 0.09 0.18 2.31
H 1.78 -0.50 -5.58
H 1.82 4.57 1.65
H -3.84 1.58 2.55
C 6.09 -0.73 -1.96
C 3.31 1.55 3.87
H -3.01 3.04 3.03
N 1.64 -0.47 -1.39
C 0.80 -1.13 -3.75
H -2.26 0.19 3.56
C -0.48 1.41 -2.45
C -1.95 1.23 3.50
C 3.29 -1.92 2.16
C 5.62 1.45 -0.75
H 0.03 -0.56 -5.68
C 0.91 3.04 0.33
S -0.40 -2.57 -1.07
C 1.43 -3.04 1.62
H 1.13 -3.24 -3.24
H -0.13 2.22 2.79
C 0.87 -0.29 -5.03
C 1.12 -2.59 -4.11
N -2.34 2.16 1.22
H 1.30 -5.43 3.15
N 2.53 -1.14 1.37
H -0.76 2.58 -4.22
N -2.63 -2.37 -2.80
C -2.87 -0.40 -0.46
H -5.75 -1.67 0.78
H -3.02 2.63 0.64
H 5.97 -1.37 -1.08
N -2.00 -0.74 0.51
C 5.18 0.50 -1.87
H 2.10 -2.64 -4.58
H 7.13 -0.41 -2.01
H 5.74 2.74 3.17
C 4.79 -2.01 4.14
C -0.86 -4.11 2.08
N 1.15 1.72 0.19
C -1.24 1.93 -3.50
H 0.11 4.99 -2.36
Ti 0.13 -0.34 0.03
C -0.45 1.27 3.20
C -3.13 0.77 -2.63
H 2.19 -5.67 1.64
N -5.41 0.61 -3.57
H -1.06 4.69 1.22
C -2.33 0.35 -1.57
C -2.47 -1.38 1.57
H 3.52 -0.26 -4.05
H 0.83 0.78 -4.85
H -1.50 -3.49 1.46
S -6.80 -0.03 -3.09
H 0.10 5.77 0.46
C -4.52 0.36 -2.62
C 2.60 2.52 1.68
H 4.06 1.59 4.66
C 3.73 0.09 -1.89
H 5.59 -3.36 1.83
N 1.35 -1.80 1.04
H 3.30 0.53 3.48
H -0.82 -3.71 3.10
H -1.53 2.77 1.24
H 4.03 -1.55 4.76
H 0.58 1.60 -2.37
H 0.38 -2.96 -4.81
H 1.24 3.64 -2.31
C -3.81 -1.72 1.72
H 5.86 -1.32 -2.85
C 2.61 -3.11 2.34
H -1.44 5.46 -0.33
H 2.34 1.76 4.32
C 4.66 -1.59 2.67
B 3.03 0.14 0.63
H 5.37 1.52 1.96
C -4.22 -0.72 -0.40
H -1.34 -5.09 2.13
H -3.18 1.94 -4.42
C 1.79 -0.62 -2.73
H -4.12 -2.24 2.61
C 3.63 2.57 2.78
H -0.21 -1.07 -3.34
C -4.70 -1.40 0.72
H 0.42 -4.44 0.41
H -0.12 -0.71 2.75
H 2.97 -3.95 2.91
H 0.08 1.14 4.15
N -1.01 0.63 -1.51
N 2.87 -0.07 -0.89
H 5.88 0.90 0.16
C -0.64 5.00 0.26
H 6.71 -2.04 2.17
C -2.86 2.05 2.58
C 0.53 -4.25 1.48
N -6.34 -0.64 -1.67
H 1.56 5.08 -1.37
H -1.76 -1.67 2.33
H -0.81 3.21 -0.90
H 0.59 -6.36 1.84
C -0.02 3.85 -0.52
H -2.07 1.62 4.52
H 5.28 1.05 -2.81

Results of the Mulliken charge analysis, in e, for atoms 1 through 8: number 1, H, carries -0.826; number 2, C, carries -2.068; number 3, C, carries -1.847; number 4, C, carries -1.049; number 5, C, carries 0.545; number 6, H, carries -1.026; number 7, C, carries -1.398; number 8, H, carries 0.408


# 3
ORCA calculation (ωB97M-V/def2-TZVPD) on the molecule C3H4O2 in a non-equilibrium geometry.

The orbital gap is 9.869 eV. The value obtained for the strongest force on any atom is 0.054 Eh/bohr. For the relative energy (zero: lowest compared OMol25 entry of this formula, charge and spin), the calculation gives 27.28 kcal per mole. Its SMILES is O=C/C=C\O. Its charge is 0.

Geometry (Å):
H 1.04 0.03 1.37
H 1.22 -1.57 -0.94
C 0.77 -0.85 -0.25
C -0.22 -0.01 -0.69
H -0.60 -0.17 -1.69
O 1.30 -0.83 0.94
C -0.97 0.90 0.21
O -1.74 1.73 -0.23
H -0.80 0.77 1.30

Results of the Mulliken charge analysis, in e, for atoms 1 through 8: number 1, H, carries 0.292; number 2, H, carries 0.325; number 3, C, carries 0.093; number 4, C, carries -0.205; number 5, H, carries 0.330; number 6, O, carries -0.449; number 7, C, carries -0.134; number 8, O, carries -0.475


# 4
ORCA calculation (ωB97M-V/def2-TZVPD) on a structure of composition C5H6O in a non-equilibrium geometry.

The orbital gap is 9.178 eV. The value obtained for the strongest force on any atom is 0.135 Eh/bohr. For the relative energy (zero: lowest compared OMol25 entry of this formula, charge and spin), the calculation gives 56.99 kcal per mole. Its charge is 0.

Geometry (Å):
H -0.45 1.46 0.99
H -2.77 0.43 0.03
H 2.67 -1.08 0.20
H 2.61 0.82 -0.19
H -1.71 -2.06 0.06
C -1.12 -1.09 -0.09
C 0.70 -0.16 -0.10
O 0.18 -1.33 -0.03
C 2.04 -0.13 -0.04
C -0.33 1.05 -0.01
C -1.62 0.16 -0.09
H -0.18 1.94 -0.72

Results of the Mulliken charge analysis, in e, for atoms 1 through 8: number 1, H, carries 0.200; number 2, H, carries 0.257; number 3, H, carries 0.203; number 4, H, carries 0.241; number 5, H, carries 0.318; number 6, C, carries -0.139; number 7, C, carries 0.439; number 8, O, carries -0.344


# 5
ORCA calculation (ωB97M-V/def2-TZVPD) on a cluster of 8 separate species, C34H66NO24P2 in total in a non-equilibrium geometry.

The orbital gap is 6.342 eV. The value obtained for the strongest force on any atom is 0.096 Eh/bohr. For the relative energy (zero: lowest compared OMol25 entry of this formula, charge and spin), the calculation gives 0.00 kcal per mole. Its charge is +1.

Geometry (Å):
H -3.63 -2.14 -1.78
H 4.85 -1.79 -1.09
H -4.86 -6.11 -1.71
H -2.76 -5.98 -1.26
C 3.57 -0.09 -0.80
C -0.42 2.91 1.37
H -2.17 -2.00 9.68
H -2.11 5.64 1.05
H 2.04 11.91 -0.65
C -5.40 -4.13 -1.92
N -5.57 -5.44 -2.00
H 1.56 -4.51 -1.01
H -1.13 -0.34 2.06
O 0.80 -3.24 6.97
H 1.44 1.15 1.26
H 5.44 -2.26 4.54
H 5.25 3.87 -1.09
H -0.51 5.46 1.78
H 2.28 -4.06 5.83
H 5.88 3.17 -3.91
C 5.94 4.47 -0.51
H -12.21 -4.82 -6.79
H 2.87 -0.34 -1.60
O -2.66 -5.86 -0.29
C 5.03 8.11 0.14
C -11.48 -6.61 -4.22
H 3.17 -0.46 0.15
C -13.87 -5.86 -5.94
C 10.45 6.99 -0.64
H -3.36 -4.50 2.00
H 9.58 8.22 -2.17
H -7.51 -6.51 -1.93
H 2.36 12.90 0.78
H 7.12 2.52 -4.99
H 10.90 6.26 -1.32
O -1.33 -3.63 -0.53
C 2.25 -4.43 -0.16
H 11.20 7.73 -0.37
C -1.47 4.97 1.62
O 2.37 -4.00 2.23
H 10.16 6.45 0.26
H 5.36 5.13 0.15
H -5.95 0.34 -2.27
H -14.08 -6.76 -5.37
O -1.37 -3.70 6.49
O 6.75 5.23 -1.42
O -2.65 -3.90 1.64
C -2.11 -2.41 8.67
C 0.44 0.75 1.06
H 1.34 -3.42 3.63
O -10.83 -6.25 -3.10
O -0.44 1.79 0.63
H -6.34 -3.68 -4.02
H -14.41 -5.92 -6.88
H 0.72 -4.84 5.63
O 3.96 -3.12 3.41
H 5.74 -2.24 2.80
H -11.61 -7.61 -1.74
H 6.57 3.81 0.08
H -7.04 -5.94 -3.61
C -12.38 -5.71 -6.19
C 0.95 -2.97 4.55
O -0.73 -2.59 8.35
C 5.02 7.87 -1.36
H 8.77 8.37 -0.62
H -2.57 -1.70 7.98
H 1.42 -1.99 4.70
C 6.72 2.48 -3.97
H 5.66 -0.44 -0.30
C -6.25 -0.73 -2.42
H -10.17 -8.18 -2.64
C -0.52 -3.23 7.20
H 3.03 -3.71 -0.42
H -0.19 0.68 3.13
H 4.29 7.50 0.65
C 9.25 7.66 -1.29
H 7.51 2.78 -3.28
C 5.90 0.94 -2.45
C -6.43 -3.43 -2.93
H -7.74 -4.08 -1.31
H -0.12 -2.79 4.41
O -1.32 3.77 0.86
C 1.20 -3.87 5.74
C -6.46 -1.93 -2.51
P -4.27 -3.08 -0.89
O 3.56 11.25 0.60
P -2.62 -4.21 -0.02
C -0.12 0.02 2.27
C 3.21 -2.95 2.32
C 4.98 -2.12 3.56
C 1.51 -4.00 1.09
O 5.42 -0.31 -2.37
O 5.97 1.74 -1.55
C 2.29 11.87 0.41
H -1.96 4.74 2.57
H 4.05 8.09 -1.79
H -2.65 -3.36 8.66
C -10.65 -7.32 -2.17
H -11.98 -6.56 -6.74
O 8.31 6.69 -1.76
H 1.03 -3.02 0.96
H -14.25 -5.02 -5.36
H 5.75 8.52 -1.86
C -7.71 -4.28 -2.43
H -8.66 -4.16 -3.02
H 5.27 6.83 -1.59
O 6.28 1.15 -3.72
C -6.95 -5.71 -2.50
C 3.57 9.94 0.32
C 7.54 6.13 -0.82
O -11.84 -7.73 -4.50
H 1.51 11.35 0.97
O -11.67 -5.51 -4.96
H 4.55 -1.11 3.53
H 0.51 -0.83 2.54
H -10.01 -6.96 -1.36
H 2.74 -5.39 0.00
H 0.71 -4.72 1.30
O 7.57 6.37 0.36
O 3.29 -2.04 1.53
H 0.53 0.05 0.23
H 6.00 7.85 0.54
C 4.93 -0.70 -1.08
O 0.26 3.11 2.34
O 2.61 9.28 0.00
H 3.63 1.00 -0.74
O 4.83 9.50 0.43

Results of the Mulliken charge analysis, in e, for atoms 1 through 8: number 1, H, carries 0.197; number 2, H, carries 0.218; number 3, H, carries 0.184; number 4, H, carries 0.318; number 5, C, carries -0.349; number 6, C, carries 0.677; number 7, H, carries 0.233; number 8, H, carries 0.229